A cluster of 3 separate species, C30H66N3O14P2S in total at a distorted geometry. Source: the Open Molecules 2025 dataset; level of theory: ωB97M-V/def2-TZVPD.

```
116
Properties=species:S:1:pos:R:3:mulliken_charge:R:1
C 1.5101 -4.7528 -1.5840 -1.028
C 1.7435 -3.5882 -0.4609 -0.459
C 2.3812 -2.2437 -1.0456 -1.159
C 1.3252 -1.0115 -1.2856 1.351
C 1.4246 -0.8555 -2.9155 -1.203
C 1.8588 0.3365 -0.5349 -1.308
C 1.8599 1.6443 -1.4471 -1.221
C 3.3349 1.9537 -2.0698 -0.202
C 3.4009 3.5617 -2.2895 -0.791
O 2.4319 3.9522 -3.3204 -0.289
C 3.1059 4.4799 -4.4822 -0.695
N 1.3063 0.5096 0.8711 1.369
C 1.5121 -0.7265 1.7476 0.215
C 3.0248 -1.0542 2.1513 -0.548
C 3.3241 -0.9143 3.7456 -0.507
O 4.2323 0.2182 4.0123 -0.293
C 5.5480 -0.3163 3.8953 0.631
C 6.3746 -0.0764 2.5269 -0.784
O 6.1441 -0.9438 4.7918 -0.529
C 2.0552 1.5927 1.5612 -1.638
O 1.7525 1.7146 2.9836 0.279
C 1.8874 3.0954 3.3961 -0.799
C -0.1847 0.6571 0.7613 -0.762
C -0.7336 2.1593 0.4873 -1.068
C -0.9107 -0.4742 -0.1399 0.317
N -1.4819 -1.4485 0.8996 -0.542
C -2.3037 0.0557 -0.8158 -1.066
C -2.1084 0.8557 -2.1877 1.155
O -2.6414 2.2276 -2.1492 -0.309
C -3.8546 2.3142 -2.8798 0.700
C -5.1290 2.8817 -2.0598 -0.923
O -4.0040 2.0326 -4.0813 -0.530
N -0.0823 -1.3237 -0.9913 1.076
S -0.9136 -2.3339 -2.1061 -0.172
H 0.3927 -4.9663 -1.5921 0.248
H 2.0068 -5.7133 -1.1869 0.333
H 1.9252 -4.4329 -2.5966 0.216
H 2.5227 -4.0340 0.2660 0.408
H 0.7917 -3.4601 0.1488 0.216
H 3.2479 -1.9638 -0.3624 -0.038
H 2.9051 -2.5589 -2.0242 0.669
H 0.5818 -0.2114 -3.3381 0.406
H 1.5057 -1.8613 -3.4470 0.399
H 2.3993 -0.3130 -3.2190 0.293
H 2.9805 0.1262 -0.3547 0.598
H 1.0553 1.6653 -2.2731 0.220
H 1.6140 2.6292 -0.8977 0.427
H 4.1761 1.6688 -1.3526 0.319
H 3.4785 1.5104 -3.1058 0.260
H 4.4232 3.9140 -2.6432 0.476
H 3.0619 4.1301 -1.3437 0.224
H 3.6089 5.4953 -4.3004 0.281
H 3.8884 3.7208 -4.8612 0.299
H 2.3914 4.6431 -5.3686 0.235
H 0.9591 -0.6365 2.7554 -0.034
H 1.0696 -1.6757 1.3085 0.691
H 3.1954 -2.1780 1.9437 0.076
H 3.8246 -0.5247 1.5311 0.026
H 2.3706 -0.8288 4.3638 0.054
H 3.8733 -1.8434 4.1122 0.405
H 6.2132 -0.9147 1.7742 0.199
H 7.4892 -0.0518 2.7784 0.341
H 5.9883 0.8895 2.0643 0.276
H 1.8334 2.6627 1.1909 1.040
H 3.1994 1.5440 1.4066 0.042
H 1.8947 3.1008 4.5423 0.265
H 0.9882 3.7509 3.0930 0.288
H 2.8783 3.5500 3.0600 0.328
H -0.5782 0.5183 1.8395 0.438
H -0.6216 2.4956 -0.5914 0.138
H -1.8568 2.2557 0.7275 0.372
H -0.2747 2.9307 1.2117 0.054
H -2.1181 -2.1158 0.4426 0.417
H -2.1098 -0.9218 1.5423 0.336
H -3.0032 -0.8274 -1.0688 0.321
H -2.9459 0.6345 -0.0509 0.442
H -0.9971 0.9630 -2.4018 -0.523
H -2.5861 0.2553 -3.0419 -0.649
H -4.8083 3.0614 -0.9717 0.263
H -5.3331 3.9134 -2.5066 0.320
H -6.0000 2.1592 -2.1481 0.288
H -1.2411 -1.6205 -3.2612 0.052
C 0.2816 -0.7980 9.5248 -0.656
O -0.9890 -0.2728 9.1517 -0.359
P -1.0308 0.5572 7.6503 1.134
O -0.0481 1.6310 8.1127 -0.639
O -2.5726 1.0146 7.9203 -0.334
C -2.8725 1.7813 9.0770 -0.638
O -1.1230 1.2359 6.0699 -0.402
C -0.3903 0.5142 5.0882 -0.659
H 0.1244 -1.6200 10.2253 0.253
H 0.8198 -1.1739 8.6534 0.273
H 0.8691 -0.0227 10.0195 0.272
H -2.0209 2.3771 9.4106 0.328
H -3.1934 1.1180 9.8820 0.246
H -3.6942 2.4575 8.8350 0.248
H -0.7849 -0.5025 4.9991 0.423
H 0.6692 0.4775 5.3589 0.443
H -0.4977 1.0205 4.1277 0.066
C -4.2222 -0.5786 -5.2346 -0.790
O -4.0111 -1.2975 -6.4452 -0.401
P -4.9636 -2.7130 -6.6327 1.093
O -4.3494 -3.3954 -5.4107 -0.614
O -4.1536 -3.1046 -7.9941 -0.339
C -2.7494 -3.2900 -7.9323 -0.594
O -6.0361 -4.0285 -6.9090 -0.270
C -7.3806 -3.7726 -6.5112 -0.733
H -3.9185 0.4543 -5.3873 0.410
H -5.2749 -0.5998 -4.9482 0.290
H -3.6103 -1.0111 -4.4388 0.268
H -2.4182 -3.6142 -6.9438 0.295
H -2.2456 -2.3594 -8.2007 0.234
H -2.4736 -4.0569 -8.6581 0.240
H -7.7869 -2.9339 -7.0817 0.322
H -7.4224 -3.5468 -5.4420 0.330
H -7.9808 -4.6601 -6.7138 0.240
```

Values from the calculation:
- Kohn-Sham gap (eV) = 6.84
- net charge = +1
- E_LUMO (eV) = -4.1
- HOMO level (eV) = -10.975
- maximum force (eV/Å) = 9.511